[1]
{
  "formula": "C16H19NO3",
  "method": "ωB97M-V/def2-TZVPD",
  "species": ["O", "C", "C", "C", "O", "H", "C", "H", "C", "C", "C", "C", "C", "C", "C", "H", "H", "H", "H", "H", "C", "H", "H", "H", "H", "C", "N", "C", "C", "H", "C", "O", "H", "H", "H", "H", "H", "H", "H"],
  "positions_angstrom": [[-0.2979, -1.7380, 2.5080], [-0.3698, -1.8426, 1.2204], [0.6661, -1.4266, 0.2151], [0.3086, -1.5531, -1.1359], [1.1976, -1.4017, -2.1476], [1.9602, -1.0541, -1.4228], [-1.1862, -1.9796, -1.4998], [-1.1128, -2.8894, -2.0730], [-2.2663, -1.5913, -0.7456], [-2.4713, -0.2054, -0.3815], [-1.7027, 1.0769, -0.6714], [-2.0781, 2.2841, -0.4840], [-3.1452, 2.3020, 0.1370], [-4.0191, 1.5451, 0.6054], [-3.7234, 0.1357, 0.1276], [-4.4753, -0.6747, 0.6253], [-4.9425, 1.5125, 1.1099], [-3.4564, 3.4529, 0.5704], [-1.1873, 3.0903, -0.7120], [-0.7325, 0.7327, -1.0627], [-1.8850, -2.3353, 0.5633], [-1.8441, -3.3075, 0.6200], [-2.6177, -2.0886, 1.4689], [-3.1968, -2.0207, -0.8634], [-1.2563, -1.1036, -2.8209], [1.8783, -1.0636, 0.7182], [2.7609, -1.0011, -0.0695], [4.0042, -0.0785, 0.3819], [3.9630, 1.1915, 0.0839], [4.0258, 1.2399, -1.0442], [2.9038, 2.1717, 0.4866], [1.6979, 1.7942, -0.3526], [1.0008, 2.2497, 0.2387], [2.7033, 1.6719, 1.5688], [3.1242, 3.0619, 0.4898], [5.0331, 1.8511, 0.3434], [4.0717, -0.2927, 1.3391], [4.8014, -0.7690, 0.2339], [1.8660, -0.9469, 1.8313]],
  "mulliken_charge": [-0.69, 0.22, 0.72, -0.06, -0.65, 0.51, -0.86, 0.50, -0.05, 0.11, -0.02, -0.55, 0.25, -0.85, -0.51, 0.19, 0.46, 0.02, 0.17, 0.45, -1.37, 0.80, 0.26, 0.72, 0.27, -0.02, -0.45, -1.57, -0.22, 0.26, -0.90, -0.47, 0.27, 0.26, 0.76, 0.25, 0.72, 0.62, 0.43],
  "homo_energy_ev": -8.82,
  "gap_ev": 9.082,
  "relative_energy_ev": 15.399,
  "e_tot_ev": -24518.9240,
  "max_force_ev_per_a": 16.79,
  "charge": 0
}

=====

[2]
{
  "formula": "C16H19NO4S",
  "method": "ωB97M-V/def2-TZVPD",
  "species": ["C", "O", "C", "C", "C", "O", "C", "C", "C", "C", "O", "N", "C", "C", "S", "C", "C", "C", "C", "C", "O", "C", "H", "H", "H", "H", "H", "H", "H", "H", "H", "H", "H", "H", "H", "H", "H", "H", "H", "H", "H"],
  "positions_angstrom": [[-1.4649, -4.0558, 0.3850], [-2.4418, -3.0710, 0.6216], [-2.2145, -1.8048, 0.1764], [-3.2273, -0.8875, 0.4355], [-3.1177, 0.4329, 0.0136], [-4.1671, 1.2428, 0.3142], [-4.1126, 2.5869, -0.1034], [-1.9726, 0.8383, -0.6621], [-0.9501, -0.0714, -0.8972], [0.2649, 0.4602, -1.5805], [0.2474, 1.4569, -2.2790], [1.4023, -0.2417, -1.3582], [2.6875, 0.2745, -1.7706], [3.7999, -0.6784, -1.3648], [3.6450, -1.2968, 0.3489], [3.6601, 0.2593, 1.3320], [2.3218, 0.8895, 1.4262], [1.1612, 0.4657, 2.0078], [0.2017, 1.4759, 1.7583], [0.8472, 2.4353, 1.0435], [2.1284, 2.0901, 0.8360], [-1.0644, -1.3960, -0.4912], [-1.2944, -4.2058, -0.6859], [-0.5164, -3.8105, 0.8742], [-1.8631, -4.9731, 0.8159], [-4.1116, -1.2085, 0.9602], [-4.0371, 2.6664, -1.1919], [-5.0478, 3.0355, 0.2282], [-3.2725, 3.1164, 0.3574], [-1.8333, 1.8465, -1.0155], [1.4311, -0.9249, -0.6138], [2.6848, 0.3982, -2.8589], [2.8498, 1.2681, -1.3334], [3.7776, -1.5864, -1.9671], [4.7749, -0.2033, -1.4698], [4.3785, 0.9374, 0.8744], [4.0168, -0.0532, 2.3132], [1.0117, -0.4499, 2.5424], [-0.8226, 1.4750, 2.0678], [0.5230, 3.3695, 0.6313], [-0.2837, -2.1026, -0.7208]],
  "mulliken_charge": [-0.81, -0.47, 0.61, -0.55, 0.95, -0.47, -0.79, -0.76, -0.30, -0.16, -0.68, 0.05, -0.57, -0.77, -0.14, -1.01, 0.46, -0.60, -0.14, -0.57, -0.35, -0.33, 0.32, 0.32, 0.24, 0.51, 0.33, 0.24, 0.30, 0.56, 0.04, 0.47, 0.29, 0.36, 0.42, 0.35, 0.42, 0.52, 0.54, 0.49, 0.69],
  "homo_energy_ev": -8.34,
  "gap_ev": 8.903,
  "relative_energy_ev": 1.484,
  "e_tot_ev": -37415.0048,
  "max_force_ev_per_a": 0.94,
  "charge": 0
}

=====

[3]
{
  "formula": "C16H20BF16O8Sn2",
  "method": "ωB97M-V/def2-TZVPD",
  "species": ["Sn", "Sn", "B", "F", "F", "F", "F", "C", "C", "O", "C", "O", "C", "F", "F", "F", "H", "H", "H", "H", "H", "C", "C", "O", "C", "O", "C", "F", "F", "F", "H", "H", "H", "H", "H", "C", "C", "O", "C", "O", "C", "F", "F", "F", "H", "H", "H", "H", "H", "C", "C", "O", "C", "O", "C", "F", "F", "F", "H", "H", "H", "H", "H"],
  "positions_angstrom": [[-1.1832, -3.8083, 3.5972], [-3.0454, 1.4419, 4.3871], [-1.1809, -0.1516, 1.7058], [-0.6997, 0.5058, 2.8139], [-0.4832, 0.2632, 0.6357], [-1.1527, -1.5617, 1.8660], [-2.5286, 0.1986, 1.6660], [2.4038, -1.3085, -0.2466], [2.4862, -1.9473, 1.1536], [2.4629, -0.9132, 2.1359], [1.9978, -1.0382, 3.4042], [1.4251, -2.0253, 3.8179], [2.1764, 0.3102, 4.2409], [2.1535, 1.3654, 3.4495], [1.2049, 0.4753, 5.0883], [3.3497, 0.3517, 4.8448], [1.5254, -0.6710, -0.3470], [2.2980, -2.1511, -0.9299], [3.3384, -0.7889, -0.4578], [3.4114, -2.5187, 1.2276], [1.6572, -2.6465, 1.2628], [0.4805, 1.3701, -2.6060], [0.9000, 1.0934, -4.0346], [1.8866, 0.0628, -4.0108], [2.3324, -0.4442, -5.1374], [1.9245, -0.0431, -6.2453], [3.5101, -1.4736, -5.0154], [4.6486, -0.7842, -4.9146], [3.3870, -2.3130, -3.9465], [3.5600, -2.2245, -6.1525], [-0.4182, 1.9605, -2.4277], [1.2022, 1.8848, -1.9718], [0.2065, 0.4364, -2.1148], [1.2903, 2.0220, -4.4508], [0.0277, 0.8806, -4.6526], [-2.1631, -1.5684, -1.6811], [-3.3977, -2.2199, -1.0665], [-3.3920, -3.6676, -1.3301], [-2.8230, -4.5070, -0.4642], [-2.2053, -4.2049, 0.5624], [-3.0886, -5.9449, -0.8438], [-4.2692, -6.3631, -0.3879], [-3.0643, -6.0838, -2.1790], [-2.0694, -6.7337, -0.3920], [-2.3914, -0.5049, -1.6113], [-2.0288, -1.9218, -2.7035], [-1.2938, -1.6784, -1.0327], [-4.2896, -1.7208, -1.4455], [-3.4173, -2.1357, 0.0201], [0.6085, 3.2371, 0.5514], [0.9605, 4.3182, 1.6168], [-0.1158, 5.2058, 2.0130], [-1.2004, 4.7745, 2.7086], [-1.4490, 3.5885, 3.0064], [-2.2932, 5.8768, 3.0048], [-2.3952, 6.0644, 4.3157], [-1.8597, 7.0574, 2.4950], [-3.4796, 5.5571, 2.4913], [0.2877, 3.8718, -0.2746], [-0.2830, 2.6795, 0.8386], [1.3644, 2.4608, 0.4326], [1.7824, 4.9287, 1.2427], [1.4107, 3.8247, 2.4781]],
  "mulliken_charge": [1.85, 1.78, 0.01, -0.40, 0.03, -0.09, -0.39, -0.74, -0.36, -0.23, 0.55, -0.65, 0.87, -0.20, -0.24, -0.24, -0.06, 0.41, 0.39, 0.45, 0.13, -0.87, -0.52, -0.07, 0.51, -0.05, 0.79, -0.15, -0.15, -0.18, 0.52, 0.31, -0.03, 0.41, 0.46, -0.70, -0.42, -0.26, 0.27, -0.50, 0.84, -0.21, -0.21, -0.23, 0.39, 0.47, 0.01, 0.45, 0.17, -0.59, -0.54, -0.20, 0.37, -0.46, 0.71, -0.21, -0.20, -0.21, 0.41, 0.05, 0.29, 0.38, 0.30],
  "multiplicity": 2,
  "homo_energy_ev": -20.60,
  "gap_ev": 5.253,
  "s2": 0.756,
  "e_tot_ev": -89071.8193,
  "max_force_ev_per_a": 3.74,
  "charge": 4
}